(1)
Here is C20H26MnN2O2Si as an isolated structure from OMol25. Energies are from ωB97M-V/def2-TZVPD.

Gap between HOMO and LUMO (spin up / spin down) in eV: 6.06 / 4.47
Molecular weight in u: 409.464
Multiplicity: 6
Max |F| in eV Å⁻¹: 4.0
E_tot in a.u.: -2477.93656

```
52
Properties=species:S:1:pos:R:3:forces:R:3:nbo_charge:R:1
C -2.756971 1.980998 2.688440 -0.35 -0.63 0.46 -0.37
C -2.940565 0.789131 1.916695 -0.04 0.25 0.68 -0.38
C -2.020774 -0.196334 2.402888 0.23 0.37 -0.27 -0.39
H -3.671834 0.648452 1.121974 0.23 0.05 0.29 0.23
C -1.229063 0.392796 3.454452 -0.21 0.25 0.27 -0.44
C -1.701306 1.748788 3.642753 -1.08 -0.16 -0.06 -0.45
H -1.394618 2.476103 4.400820 -0.06 -0.41 -0.27 0.21
H -3.361594 2.882241 2.585483 0.37 -0.26 0.02 0.23
H -1.937466 -1.209822 2.022078 0.04 0.19 0.14 0.23
H -0.453375 -0.098374 4.039822 -0.39 0.05 -0.13 0.22
Mn -0.859483 1.541329 1.640577 0.87 0.26 -0.73 0.85
C 2.043384 0.811504 -1.567315 -0.65 3.80 0.87 -0.84
H 1.162809 0.137481 -0.862963 0.75 0.69 -0.68 0.09
H 3.091378 0.755889 -1.278122 -0.23 -0.51 0.21 0.22
H 1.644407 1.786886 -1.152522 0.38 -0.61 -0.40 0.21
Si 1.164806 -1.420604 -1.290448 0.76 -1.57 -0.39 1.13
C 0.203166 -1.857887 -2.819109 -0.12 0.19 -0.15 -0.50
C -1.131686 -2.281294 -2.712329 0.27 0.10 -0.66 -0.14
H -1.603260 -2.374193 -1.732911 0.09 0.06 -0.23 0.21
C -1.844671 -2.601590 -3.868461 0.00 -0.04 0.07 -0.23
H -2.859714 -2.979487 -3.770343 0.07 0.21 -0.13 0.21
C -1.250777 -2.489377 -5.128218 0.39 -0.12 0.17 -0.21
H -1.826211 -2.703064 -6.031367 0.20 -0.02 0.30 0.22
C 0.107849 -2.155037 -5.221167 -0.23 -0.01 0.14 -0.21
H 0.627897 -2.175697 -6.171663 -0.20 0.10 -0.09 0.21
C 0.833391 -1.830662 -4.078436 -0.57 -0.17 0.25 -0.20
H 1.895875 -1.591701 -4.158153 -0.31 0.00 0.06 0.22
C 1.194481 -2.902456 -0.161694 -1.07 -0.54 0.51 -0.47
C 0.926908 -4.180081 -0.711735 0.74 0.27 0.54 -0.20
H 0.456866 -4.273147 -1.696036 0.51 0.03 0.24 0.22
C 1.273634 -5.321237 0.015738 -0.47 0.24 0.19 -0.22
H 1.145344 -6.292898 -0.454621 -0.06 0.04 0.25 0.21
C 1.727627 -5.203934 1.334791 0.17 0.24 -0.31 -0.20
H 1.927349 -6.100876 1.921792 0.14 0.26 -0.18 0.21
C 1.876211 -3.935866 1.907947 -0.47 0.05 0.16 -0.22
H 2.236619 -3.817047 2.923611 -0.16 -0.23 0.06 0.21
C 1.521534 -2.784737 1.206177 0.36 -0.65 -1.00 -0.20
H 1.495933 -1.804124 1.681779 0.35 -0.18 -0.08 0.22
H 1.953152 0.913848 -2.650266 -0.29 -0.64 0.08 0.24
H 2.577659 -1.265803 -1.813014 -0.40 -0.91 0.24 -0.21
C -1.035801 6.753812 0.666173 0.18 -0.09 0.02 -0.26
O 0.030318 6.015811 1.322518 -0.96 -0.38 -0.39 -0.51
C -0.177217 4.678820 1.410056 -1.28 -0.69 -0.71 0.88
O -1.122252 4.028978 0.948477 1.46 1.39 0.57 -0.65
N 0.833792 4.136311 2.114191 0.70 -0.68 0.55 -0.49
N 0.848209 2.739925 2.424247 1.16 0.44 0.26 -0.66
H -1.994806 6.624226 1.169757 0.18 -0.24 0.00 0.20
H -1.119348 6.472763 -0.382979 0.00 -0.16 0.11 0.20
H -0.750775 7.795134 0.729208 0.18 0.11 0.07 0.20
H 1.657859 4.675125 2.321553 -0.16 0.19 0.07 0.40
H 1.807612 2.412025 2.250299 -0.53 0.10 -0.40 0.37
H 0.777502 2.648952 3.449572 -0.48 -0.02 -0.62 0.39
```
Positions in Å, forces in eV/Å.



(2)
Here is a 2-piece molecular cluster, C3H8OS2 overall from OMol25. Energies are from ωB97M-V/def2-TZVPD.

Gap between HOMO and LUMO in eV: 9.14
Molecular weight in u: 124.230
Max |F| in eV Å⁻¹: 4.2
E_tot in a.u.: -990.58706

```
14
Properties=species:S:1:pos:R:3:forces:R:3:nbo_charge:R:1
C -1.791796 0.418790 0.586181 1.48 -1.09 -2.35 -0.57
C 0.322668 -0.918280 -0.930760 -0.11 3.05 -1.42 -0.11
C 0.338173 0.267715 0.071215 -4.05 0.75 -1.02 -0.35
O 1.628711 -1.448349 -1.170339 0.10 1.83 0.05 -0.71
S 0.982609 0.106611 1.666645 1.10 -1.60 0.59 0.04
S 0.878558 1.778993 -0.762737 -0.18 -1.29 -1.55 0.02
H -2.591535 -0.192249 0.103477 1.06 0.39 -0.34 0.20
H -1.573095 0.003271 1.491451 0.48 -1.24 2.41 0.18
H -2.144002 1.394096 0.758689 0.03 1.59 -0.33 0.19
H -0.274637 -1.667820 -0.508184 -0.79 -1.25 0.35 0.20
H -0.275055 -0.423212 -1.885442 1.73 -1.57 1.94 0.18
H 2.238433 -0.652922 -1.152445 -0.80 -1.39 -0.22 0.48
H 1.362768 -1.206182 1.463635 -0.15 0.84 0.41 0.15
H 0.898197 2.539539 0.268608 0.10 0.99 1.47 0.12
```
Positions in Å, forces in eV/Å.



(3)
Here is a 2-piece molecular cluster, C3H4Cl2 overall from OMol25. Energies are from ωB97M-V/def2-TZVPD.

Gap between HOMO and LUMO in eV: 10.24
Molecular weight in u: 110.971
Max |F| in eV Å⁻¹: 4.4
Structure (SMILES): ClC1=CC1.Cl
E_tot in a.u.: -1036.98149

```
9
Properties=species:S:1:pos:R:3:forces:R:3:nbo_charge:R:1
Cl -0.954336 -1.957793 0.085090 0.48 0.10 -0.21 0.06
C 0.235365 -0.748409 -0.076412 -0.71 0.80 -0.18 -0.04
C 0.798808 0.197325 -0.765172 0.63 -1.43 -0.71 -0.19
C 1.111732 0.137791 0.703364 3.01 -3.19 -0.04 -0.39
H 1.178458 0.518983 -1.729094 -0.40 0.21 0.32 0.23
H 2.070155 -0.327688 1.189041 -1.40 0.81 -1.29 0.17
H 0.744245 0.856013 1.299696 -1.53 2.59 2.09 0.18
Cl -2.697169 1.177310 0.034038 0.04 -0.51 -0.47 -0.28
H -2.487258 0.146466 -0.740554 -0.12 0.61 0.49 0.28
```
Positions in Å, forces in eV/Å.



(4)
Here is a 2-piece molecular cluster, C3H9N2O2 overall from OMol25. Energies are from ωB97M-V/def2-TZVPD.

Gap between HOMO and LUMO (spin up / spin down) in eV: 7.52 / 7.52
Molecular weight in u: 105.117
Max |F| in eV Å⁻¹: 5.3
Charge: +1
E_tot in a.u.: -379.20812

```
16
Properties=species:S:1:pos:R:3:forces:R:3:nbo_charge:R:1
C -2.457102 1.353466 0.973539 0.18 0.11 -1.51 0.03
C 0.208454 -2.057030 -0.026288 -1.21 -3.76 -3.48 -0.29
C 2.377132 1.354987 -0.338464 0.62 -1.81 -0.71 -0.31
N -1.802910 0.557333 0.267267 2.53 -0.77 1.74 -0.64
N 0.730843 -0.066257 0.749953 1.56 0.97 -1.76 0.50
O 0.850209 -0.841404 -0.333703 0.60 2.87 0.99 -0.25
O 1.474715 0.999555 0.713622 -3.08 -2.11 1.34 -0.19
H -3.348105 1.790865 0.594594 -1.22 0.30 0.18 0.18
H -2.093335 0.129800 -0.567045 -1.36 0.10 -1.35 0.36
H -2.001714 1.727857 1.857428 0.15 0.27 0.89 0.18
H -0.840457 -2.200500 -0.513905 1.79 0.92 1.18 0.24
H 0.294253 -2.091528 0.987303 -0.82 -0.78 2.85 0.21
H 0.794937 -2.977496 -0.436794 -0.51 2.09 0.46 0.25
H 1.822967 2.042139 -1.036327 0.92 -0.77 0.57 0.25
H 2.659546 0.305771 -0.730596 0.11 2.25 -0.22 0.23
H 3.171928 1.788310 0.302938 -0.26 0.13 -1.15 0.25
```
Positions in Å, forces in eV/Å.



(5)
Here is a 2-piece molecular cluster, C4H9NO overall from OMol25. Energies are from ωB97M-V/def2-TZVPD.

Gap between HOMO and LUMO in eV: 11.04
Molecular weight in u: 87.122
Max |F| in eV Å⁻¹: 0.8
Structure (SMILES): CCN=C=O.C
E_tot in a.u.: -287.79312

```
15
Properties=species:S:1:pos:R:3:forces:R:3:nbo_charge:R:1
C 0.998864 -1.821914 -0.276714 0.00 -0.05 -0.03 -0.62
C 1.520921 -0.674505 0.578226 0.24 -0.25 0.06 -0.21
N 0.527605 0.369328 0.740512 -0.54 -0.07 0.58 -0.57
C -0.532441 0.289315 1.319707 -0.04 -0.10 0.30 0.88
O -1.572367 0.299669 1.861739 0.59 0.04 -0.31 -0.51
H 1.737967 -2.627163 -0.314817 -0.08 0.08 -0.04 0.22
H 0.787502 -1.490057 -1.297744 0.04 -0.02 0.15 0.22
H 0.072819 -2.226532 0.147202 0.16 0.04 -0.05 0.21
H 1.794607 -1.030775 1.575088 0.14 -0.08 -0.12 0.19
H 2.409845 -0.224476 0.130496 -0.13 -0.06 0.04 0.20
C -1.548068 1.827733 -0.894515 -0.01 0.09 -0.17 -0.87
H -0.515937 1.473850 -0.844372 -0.41 0.24 -0.13 0.23
H -1.597246 2.673669 -1.576498 -0.13 -0.01 -0.05 0.21
H -1.887959 2.142795 0.096574 0.10 -0.01 -0.23 0.21
H -2.196112 1.019064 -1.244884 0.08 0.16 0.00 0.21
```
Positions in Å, forces in eV/Å.



(6)
Here is the molecule C2H3N3O from OMol25. Energies are from ωB97M-V/def2-TZVPD.

Gap between HOMO and LUMO (spin up / spin down) in eV: 7.86 / 8.49
Molecular weight in u: 85.066
Max |F| in eV Å⁻¹: 1.6
E_tot in a.u.: -317.35581

```
9
Properties=species:S:1:pos:R:3:forces:R:3:nbo_charge:R:1
O -0.149640 1.473473 -1.072274 -0.05 -0.02 -0.04 -0.63
C 0.004585 0.341895 -0.388006 -0.64 -0.80 0.11 0.47
N -1.028255 -0.450850 -0.101279 0.47 1.13 -1.06 -0.26
N -1.012101 -1.154967 0.943943 -0.27 -0.87 0.68 -0.32
N 1.289835 -0.104104 1.309280 0.87 -0.01 0.59 -0.16
C 1.387628 0.034549 0.092194 -0.51 0.27 0.01 -0.12
H -1.081227 1.734676 -1.059763 -0.02 -0.06 -0.05 0.50
H -1.684177 -1.928536 0.812763 0.04 0.34 -0.10 0.31
H 2.273351 0.053863 -0.536858 0.11 0.01 -0.14 0.21
```
Positions in Å, forces in eV/Å.